{"formula": "C3H3N3O2", "method": "ωB97M-V with the def2-TZVPD basis set", "relative_energy_kj_mol": 560.04, "gap_ev": 7.8, "largest_force_ha_per_bohr": 0.16418, "smiles": "[H]/N=c1\\nnc(O)co1", "homo_energy_ev": -9.28, "species": ["C", "C", "C", "H", "H", "H", "N", "N", "N", "O", "O"], "positions_angstrom": [[0.8231, 0.9232, -0.5251], [0.3374, -0.1193, -1.3313], [-1.1876, -0.8561, 0.5680], [2.0767, 1.9312, 0.2107], [0.5415, -0.3097, -2.4631], [-1.6383, -1.7829, 1.9184], [-1.6755, -1.9875, 1.0328], [-0.5030, 0.1078, 1.2923], [0.2629, 0.9977, 0.8365], [1.9168, 1.6933, -0.6748], [-0.9542, -0.5976, -0.8645]], "atomic_forces_ev_per_a": [[-1.78, -3.27, -0.12], [-1.51, 2.45, 0.71], [2.48, -2.23, -3.62], [0.95, 1.08, 1.96], [-0.41, 0.15, 2.50], [-0.20, 0.71, 7.10], [0.97, 3.02, -7.83], [-0.49, 1.67, 1.57], [0.59, -1.27, -1.30], [-1.16, -1.00, -1.67], [0.57, -1.30, 0.70]]}

{"formula": "C3H3N3O2S", "method": "ωB97M-V with the def2-TZVPD basis set", "relative_energy_kj_mol": 152.39, "gap_ev": 10.4, "largest_force_ha_per_bohr": 0.02780, "smiles": "N#CC=C=NS(N)(=O)=O", "homo_energy_ev": -10.27, "species": ["C", "C", "C", "N", "N", "N", "O", "O", "S", "H", "H", "H"], "positions_angstrom": [[1.4066, -0.4286, -0.2113], [3.4822, -1.2037, 0.3408], [2.4689, -0.2288, 0.5142], [0.4324, -0.7539, -0.8477], [4.2966, -1.9918, 0.1772], [-2.0804, -0.7001, -0.2150], [-0.9572, -2.8845, -0.5556], [-0.3876, -1.4973, 1.4233], [-0.7448, -1.6224, 0.0498], [2.6963, 0.6670, 1.0639], [-2.5177, -0.8699, -1.1033], [-1.9777, 0.2751, 0.0131]], "atomic_forces_ev_per_a": [[-0.13, -0.04, 0.22], [0.17, -0.04, 0.17], [0.64, 0.30, -0.25], [-0.34, -0.11, -0.56], [0.40, -0.36, -0.03], [0.53, -0.62, 0.23], [0.17, 0.08, -0.39], [-0.08, 0.00, -0.10], [-1.09, 0.56, 0.74], [-0.27, 0.16, 0.12], [-0.04, -0.06, -0.30], [0.04, 0.12, 0.13]]}

{"formula": "C3H3N3OS", "method": "ωB97M-V with the def2-TZVPD basis set", "relative_energy_kj_mol": 602.97, "gap_ev": 8.4, "largest_force_ha_per_bohr": 0.12970, "smiles": "[H]/N=c1/nnocc1S", "homo_energy_ev": -8.73, "species": ["C", "C", "C", "H", "H", "H", "N", "N", "N", "O", "S"], "positions_angstrom": [[-0.2704, -0.4257, 0.3330], [-1.4059, 0.4864, 0.1267], [0.9369, 0.1198, -0.0568], [0.2223, -2.0923, 1.4358], [-2.3994, -0.0538, -0.0399], [2.1436, -1.4169, -1.1242], [-0.0253, 2.3927, -0.1380], [0.8791, 1.5680, -0.0560], [1.9828, -0.2978, -0.7748], [-1.3929, 1.7715, -0.0131], [-0.6708, -2.0518, 0.3071]], "atomic_forces_ev_per_a": [[-5.02, 4.26, -1.09], [1.40, -3.56, 0.57], [3.60, -0.36, -3.80], [-1.35, -1.10, -1.34], [1.15, 1.20, 0.59], [-1.45, 3.93, 2.06], [2.55, -2.87, 0.96], [-0.37, 2.70, -0.49], [-1.27, -1.91, 0.86], [-0.86, -0.16, -0.51], [1.61, -2.13, 2.19]]}

{"formula": "C3H3N3OS", "method": "ωB97M-V with the def2-TZVPD basis set", "relative_energy_kj_mol": 495.54, "gap_ev": 8.4, "largest_force_ha_per_bohr": 0.13842, "homo_energy_ev": -9.07, "species": ["C", "C", "C", "H", "H", "H", "N", "N", "N", "O", "S"], "positions_angstrom": [[0.3131, -0.0351, 0.2951], [1.4946, 0.0147, -0.4409], [-0.9594, 0.2359, -0.2693], [0.1299, -1.1023, 2.6578], [2.4246, 0.2323, 0.0738], [-1.8186, 0.6715, 1.1861], [-0.1823, -0.4891, -2.3351], [-1.0570, -0.3791, -1.6914], [-2.0791, 0.6398, 0.1977], [1.5070, -0.0463, -1.7121], [0.2273, 0.2578, 2.0383]], "atomic_forces_ev_per_a": [[0.22, 0.51, 0.97], [-1.02, 0.32, -0.40], [-2.66, -1.03, 0.27], [0.15, 2.24, -1.45], [0.33, -0.43, 0.17], [-0.64, 0.94, 0.37], [3.86, -1.78, -5.71], [-3.34, 2.15, 4.37], [1.81, -1.13, -0.90], [0.41, 0.31, 0.92], [0.88, -2.10, 1.39]]}

{"formula": "C3H3N3S", "method": "ωB97M-V with the def2-TZVPD basis set", "relative_energy_kj_mol": 248.17, "gap_ev": 9.5, "largest_force_ha_per_bohr": 0.05545, "smiles": "Sc1ccnnn1", "homo_energy_ev": -9.64, "species": ["C", "C", "C", "H", "H", "H", "N", "N", "N", "S"], "positions_angstrom": [[-0.4524, -0.5191, -0.3376], [0.8750, -0.4192, 0.1405], [1.3135, 0.8515, 0.4603], [-2.4484, -1.6516, -0.6381], [1.4176, -1.3410, 0.2679], [2.1708, 1.1684, 1.0914], [0.4768, 1.8737, 0.1249], [-0.8097, 1.6728, -0.2225], [-1.2682, 0.4851, -0.3993], [-1.2749, -2.1206, -0.4875]], "atomic_forces_ev_per_a": [[0.68, -2.13, 1.13], [-0.52, -0.32, -0.35], [-1.80, 0.55, -0.29], [-1.82, 1.01, -0.27], [0.33, 0.03, 0.22], [-0.33, -0.57, -1.03], [-0.69, 0.09, 0.77], [2.37, 1.38, 0.04], [-1.01, 0.46, -0.32], [2.80, -0.50, 0.09]]}

{"formula": "C3H3N4O3", "method": "ωB97M-V with the def2-TZVPD basis set", "relative_energy_kj_mol": 147.03, "gap_ev": 7.8, "largest_force_ha_per_bohr": 0.12366, "charge": -1, "smiles": "Nn1[nH]nc(C(=O)[O-])c1=O", "homo_energy_ev": -4.52, "species": ["C", "C", "C", "N", "N", "N", "N", "O", "O", "O", "H", "H", "H"], "positions_angstrom": [[0.6791, 0.7903, -0.5176], [-0.8313, 0.3966, -0.1630], [1.3721, 1.7248, -1.7459], [1.4598, 0.1349, 0.2629], [0.7650, -0.6576, 1.1111], [-0.5518, -0.6162, 0.6912], [-1.5509, -1.2966, 1.4621], [1.4659, 2.8939, -1.5665], [-1.8922, 0.8345, -0.5245], [1.6918, 1.0232, -2.7060], [1.0109, -1.5836, 1.1963], [-1.2517, -2.3942, 1.5147], [-2.3667, -1.2501, 0.9851]], "atomic_forces_ev_per_a": [[-0.82, 0.50, -0.42], [3.86, 0.45, -0.59], [-0.97, -3.21, 0.11], [1.00, 0.04, -0.88], [-2.04, 2.27, 1.06], [-2.37, -0.75, 0.15], [5.04, -2.99, 2.48], [0.04, 3.33, 1.22], [-1.13, -0.15, -0.07], [-0.02, -0.90, -0.21], [1.52, -2.34, -0.19], [-1.01, 3.40, -0.47], [-3.09, 0.35, -2.17]]}

{"formula": "C3H3N5", "method": "ωB97M-V with the def2-TZVPD basis set", "relative_energy_kj_mol": 401.74, "gap_ev": 8.6, "largest_force_ha_per_bohr": 0.16628, "smiles": "[H]/N=c1\\cnncnn1", "homo_energy_ev": -9.18, "species": ["C", "C", "C", "H", "H", "H", "N", "N", "N", "N", "N"], "positions_angstrom": [[-0.3456, -0.9787, 0.4529], [-0.1030, -1.0558, -1.0870], [0.7488, 1.5564, 0.2826], [0.4499, -2.5877, 0.9336], [-0.6524, -1.6728, -1.8011], [1.3542, 2.1919, 0.7461], [-0.1469, -1.8010, 1.3239], [0.4850, 0.0611, -1.4802], [1.1708, 0.8214, -0.7247], [-0.6654, 1.3841, 0.5944], [-1.2653, 0.2396, 0.6052]], "atomic_forces_ev_per_a": [[-1.86, 1.72, -3.55], [0.65, 3.78, 1.34], [-4.47, -6.46, -3.37], [-1.04, 1.01, 0.70], [0.29, 0.19, 0.29], [2.14, 2.69, 1.90], [1.66, -2.58, 1.74], [-1.71, -3.89, -2.02], [1.47, 3.00, 2.58], [-0.81, -0.90, 0.27], [3.69, 1.43, 0.12]]}

{"formula": "C3H3N5", "method": "ωB97M-V with the def2-TZVPD basis set", "relative_energy_kj_mol": 52.26, "gap_ev": 10.2, "largest_force_ha_per_bohr": 0.04388, "homo_energy_ev": -9.35, "species": ["C", "C", "C", "H", "H", "H", "N", "N", "N", "N", "N"], "positions_angstrom": [[-1.9618, -0.1985, 0.0603], [0.0941, -0.7198, -0.0832], [-0.0263, 0.6477, -0.0806], [-1.6303, 1.9305, 0.3420], [-3.0507, -0.2632, 0.0737], [2.8425, 0.1770, 0.1778], [-1.3482, 1.0491, -0.0805], [-1.1875, -1.2116, 0.0370], [1.3647, -1.1283, -0.0102], [1.8915, 0.0682, 0.0386], [1.1655, 1.1912, 0.0190]], "atomic_forces_ev_per_a": [[-1.56, 0.67, -0.20], [-2.09, -0.79, 0.33], [0.63, 1.56, -0.08], [-0.19, -0.52, -0.31], [0.38, -0.01, 0.19], [2.09, 0.06, 0.10], [0.99, -0.44, 0.39], [-0.13, -2.13, -0.33], [-1.68, 0.94, 0.05], [1.30, 1.18, -0.07], [0.28, -0.52, -0.06]]}

{"formula": "C3H3N5", "method": "ωB97M-V with the def2-TZVPD basis set", "relative_energy_kj_mol": 286.53, "gap_ev": 8.2, "largest_force_ha_per_bohr": 0.09181, "smiles": "[H]/N=c1/ncncnn1", "homo_energy_ev": -9.89, "species": ["C", "C", "C", "H", "H", "H", "N", "N", "N", "N", "N"], "positions_angstrom": [[0.4500, 0.5023, -0.9310], [-1.4940, 0.5406, 0.2294], [-0.0168, -0.8578, 1.1729], [2.3597, 0.7690, -1.1106], [-2.5812, 0.3876, 0.3913], [0.5070, -1.2981, 1.9625], [1.4741, 1.3144, -1.1712], [-0.9188, 0.9881, -0.8293], [-0.8131, 0.1455, 1.3507], [0.4842, -1.5158, 0.0421], [0.5488, -0.9757, -1.1066]], "atomic_forces_ev_per_a": [[1.74, 3.70, -2.36], [-0.27, 0.69, -0.74], [1.11, 1.85, 0.06], [-0.73, 0.24, -0.68], [0.47, 1.09, -0.56], [0.34, -0.27, 1.82], [-2.60, -3.00, 1.88], [0.74, -2.10, -0.10], [0.48, -2.83, 0.11], [-1.52, -0.71, -2.46], [0.25, 1.32, 3.02]]}

{"formula": "C3H3NO", "method": "ωB97M-V with the def2-TZVPD basis set", "relative_energy_kj_mol": 345.12, "gap_ev": [8.8, 7.4], "largest_force_ha_per_bohr": 0.04130, "homo_energy_ev": [-8.97, -8.48], "species": ["N", "C", "C", "C", "O", "H", "H", "H"], "positions_angstrom": [[2.6678, 0.3520, 1.3478], [1.7298, 0.3529, 0.6548], [0.6297, 0.2955, -0.2165], [-1.4809, -0.2932, -0.1464], [-0.6153, 0.5955, 0.2496], [0.6723, -0.0473, -1.2409], [-2.4865, 0.0564, -0.3773], [-1.1168, -1.3119, -0.2710]], "atomic_forces_ev_per_a": [[-0.86, 0.06, -0.61], [0.47, 0.05, 0.28], [0.20, 0.20, 0.24], [-1.55, -1.29, -0.67], [1.55, 0.98, 0.47], [0.22, -0.08, 0.20], [0.32, -0.18, 0.23], [-0.37, 0.26, -0.13]]}